{"formula": "C18H44ClN2O4PS", "method": "ωB97M-V/def2-TZVPD", "e_tot_ev": -63192.7116, "gap_ev": 9.1, "homo_ev": -8.318, "smiles": "SCCCPCCCCl.COCCNCCOC.COCCNCCOC", "e_lumo_ev": 0.738, "elements": ["S", "C", "C", "C", "P", "C", "C", "C", "Cl", "H", "H", "H", "H", "H", "H", "H", "H", "H", "H", "H", "H", "H", "H", "C", "O", "C", "C", "N", "C", "C", "O", "C", "H", "H", "H", "H", "H", "H", "H", "H", "H", "H", "H", "H", "H", "H", "H", "C", "O", "C", "C", "N", "C", "C", "O", "C", "H", "H", "H", "H", "H", "H", "H", "H", "H", "H", "H", "H", "H", "H", "H"], "coordinates": [[-2.568675, -1.798519, 0.040127], [-3.258394, -1.443886, -1.612357], [-2.852953, -0.107105, -2.224252], [-3.864797, 1.054590, -2.089034], [-4.778931, 1.340944, -0.490913], [-3.675689, 2.523635, 0.427837], [-2.180112, 2.151496, 0.445367], [-1.380107, 3.053285, -0.479544], [0.168977, 2.315537, -0.942746], [-1.460897, -1.049218, 0.021289], [-2.861667, -2.225696, -2.246378], [-4.334307, -1.575246, -1.588532], [-1.871740, 0.205519, -1.890189], [-2.743246, -0.280616, -3.292323], [-3.329427, 1.978407, -2.270004], [-4.625515, 0.938329, -2.846783], [-4.675902, 0.161462, 0.269655], [-3.816789, 3.478839, -0.064515], [-4.056943, 2.526247, 1.441565], [-2.001463, 1.107100, 0.232623], [-1.794810, 2.331972, 1.444867], [-1.159466, 3.966408, 0.056175], [-1.953278, 3.340521, -1.352171], [-3.031261, -7.492998, 1.126851], [-3.532762, -7.397386, 2.446518], [-2.742431, -8.072646, 3.418576], [-2.116046, -7.084195, 4.378216], [-1.091214, -6.289890, 3.712126], [-0.584553, -5.172289, 4.504130], [-1.551673, -4.042007, 4.840841], [-1.976429, -3.295501, 3.716998], [-3.115008, -3.803151, 3.041595], [-3.761943, -7.029734, 0.466024], [-2.076873, -6.967526, 1.015743], [-2.903394, -8.537836, 0.828266], [-1.977299, -8.693194, 2.944318], [-3.410922, -8.732150, 3.980101], [-1.657644, -7.631806, 5.206839], [-2.924351, -6.461819, 4.785665], [-1.474723, -5.923433, 2.850114], [0.249029, -4.737506, 3.947251], [-0.169887, -5.568409, 5.436667], [-1.014325, -3.337026, 5.481547], [-2.416323, -4.389463, 5.418889], [-3.801277, -4.311349, 3.724134], [-2.830190, -4.479291, 2.231244], [-3.634388, -2.957300, 2.593501], [7.011762, 6.629820, -3.732107], [6.890139, 5.932798, -2.507084], [6.006430, 6.547117, -1.575538], [4.792286, 5.676407, -1.334799], [3.938408, 5.632167, -2.515347], [2.858199, 4.650293, -2.439012], [3.236344, 3.175185, -2.386741], [3.836153, 2.690631, -3.575712], [5.240701, 2.844871, -3.658913], [7.779270, 6.127552, -4.318523], [6.075081, 6.620081, -4.299637], [7.321058, 7.666281, -3.567321], [5.710119, 7.544628, -1.911156], [6.552098, 6.656744, -0.633559], [4.219337, 6.086614, -0.498107], [5.152343, 4.679669, -1.045777], [4.511317, 5.417227, -3.321555], [2.227987, 4.797533, -3.319746], [2.240629, 4.882494, -1.565885], [2.305804, 2.615512, -2.267743], [3.859331, 2.933340, -1.516941], [5.715211, 2.791529, -2.675831], [5.516617, 3.784938, -4.145310], [5.625396, 2.030471, -4.273575]], "forces_ev_per_a": [[-0.43, -0.16, 0.42], [0.96, -0.01, -0.16], [-0.55, 0.35, -0.24], [0.49, -0.86, 0.86], [-0.98, 0.92, -0.25], [0.44, -1.43, -0.39], [-0.01, 0.54, 0.34], [-0.35, 0.06, 0.41], [-0.04, 0.00, -0.09], [0.00, 0.04, -0.32], [-0.06, -0.22, -0.20], [-0.21, 0.06, 0.29], [0.23, -0.03, 0.25], [0.10, 0.00, -0.22], [-0.09, 0.31, -0.26], [-0.23, 0.07, -0.23], [0.59, -0.08, -0.11], [-0.19, 0.35, 0.23], [-0.21, 0.39, 0.14], [-0.12, -0.18, -0.16], [0.13, -0.19, 0.23], [0.22, 0.27, -0.03], [0.20, -0.21, -0.42], [-0.10, 0.04, 0.08], [0.16, -0.01, -0.14], [-0.21, -0.05, 0.21], [0.08, 0.16, -0.19], [-0.11, 0.03, 0.11], [0.07, -0.08, -0.19], [0.15, 0.11, 0.16], [-0.12, -0.08, 0.01], [0.08, 0.18, -0.06], [-0.02, 0.01, 0.03], [0.04, -0.07, -0.04], [0.05, 0.00, -0.03], [0.05, 0.07, -0.05], [0.02, -0.02, -0.02], [0.00, 0.02, 0.02], [-0.05, -0.10, 0.09], [0.02, -0.01, -0.02], [0.01, 0.04, 0.04], [-0.04, -0.01, 0.02], [-0.01, 0.01, -0.01], [-0.04, -0.07, -0.09], [0.05, -0.08, 0.02], [-0.10, -0.10, 0.03], [0.01, 0.02, 0.02], [0.04, -0.10, 0.08], [-0.08, 0.11, -0.16], [0.11, -0.11, 0.26], [-0.03, -0.04, -0.26], [0.04, -0.10, 0.11], [0.04, 0.17, -0.16], [-0.21, -0.10, 0.05], [0.11, 0.04, 0.08], [-0.10, -0.09, -0.16], [0.00, -0.03, 0.03], [0.00, 0.09, -0.01], [-0.03, 0.03, -0.04], [-0.05, -0.02, -0.08], [0.00, 0.03, -0.01], [-0.02, -0.02, 0.01], [0.03, 0.04, 0.14], [0.00, 0.02, -0.01], [-0.04, -0.04, 0.02], [0.02, -0.02, 0.03], [0.17, 0.01, -0.10], [0.09, 0.06, -0.04], [0.00, 0.06, 0.03], [0.08, 0.04, 0.10], [-0.02, -0.01, 0.01]]}